[1]
Computed, not measured: C22H17Cl2IrN3OSSb as an isolated structure in a non-equilibrium geometry, with wB97M-V/def2-TZVPD.

E   -74823.260 eV
Molecular weight   756.3 u
<S²>   8.813
Net charge   +3
Lowest unoccupied orbital energy (alpha / beta)   -9.90 / -13.78 eV
2S+1   6
Frontier orbital gap (alpha / beta)   7.10 / 3.16 eV

Last column: Löwdin charge in e.
CARTESIAN COORDINATES (ANGSTROEM)
Ir1 11.98965 10.81144 9.85960  0.7070
Cl1 13.99481 10.40961 11.62174  0.5889
C1 14.42605 12.10490 11.84059  -0.9280
Cl2 13.24017 13.08478 11.05064  0.6034
H1 15.39283 12.27366 11.46952  0.0411
H2 14.43814 12.30703 12.90665  0.0620
O1 12.76146 10.74363 7.89947  -0.2576
N1 13.28413 9.68068 7.62787  0.0545
C2 14.34573 9.95717 6.86331  -0.1387
C3 14.71433 11.42512 6.98723  -0.0897
N2 15.22050 12.34852 7.44003  0.2615
C4 15.09871 9.10038 6.11198  -0.0722
N3 15.58299 8.75265 5.12577  0.3426
S1 10.48902 9.61531 11.15302  0.1065
Sb1 8.34968 10.63731 10.35995  1.4649
C5 8.42607 10.85121 8.23434  -0.3382
C6 7.15591 10.58587 7.65323  -0.1366
C7 7.09422 10.63736 6.30561  -0.0531
C8 8.18331 10.93844 5.50714  -0.0206
C9 9.41406 11.16701 6.08702  -0.0335
C10 9.57075 11.08828 7.49515  -0.1222
C11 6.87873 9.00554 10.76383  -0.2733
C12 6.61594 8.07835 9.72123  -0.1301
C13 5.67376 7.10032 9.92216  -0.0505
C14 5.24510 6.79919 11.24122  0.0338
C15 5.57876 7.72601 12.38233  -0.0256
C16 6.36960 8.80297 12.10642  -0.1371
C17 8.03193 12.22438 11.47476  -0.3818
C18 8.69834 12.25789 12.70791  -0.0238
C19 8.43300 13.34043 13.57447  -0.0072
C20 7.48550 14.26064 13.27161  0.1169
C21 6.69022 14.11293 12.00026  0.1175
C22 6.97928 13.07837 11.19897  -0.0670
H3 6.32772 10.22384 8.29949  0.1064
H4 6.12940 10.42173 5.85783  0.1366
H5 8.08077 11.10428 4.44450  0.1337
H6 10.29747 11.37136 5.45144  0.1327
H7 10.57842 11.14371 7.92986  0.0205
H8 7.13494 8.31275 8.82584  0.0782
H9 5.42608 6.41116 9.07824  0.1425
H10 4.70192 5.88196 11.46738  0.1197
H11 5.19318 7.50901 13.41654  0.1393
H12 6.64338 9.57871 12.86278  0.1064
H13 9.57439 11.52758 12.96557  0.1261
H14 9.08757 13.38347 14.41440  0.1306
H15 7.18803 15.08416 13.90575  0.1489
H16 5.89363 14.74998 11.93541  0.1191
H17 6.41013 12.79875 10.28123  0.1456



[2]
Computed, not measured: C37H27AgF11NO4P2S2 as an isolated structure in a non-equilibrium geometry, with wB97M-V/def2-TZVPD.

E   -122626.137 eV
Molecular weight   992.6 u
Net charge   -2
Lowest unoccupied orbital energy   3.96 eV
Relative energy (zero: lowest compared OMol25 entry of this formula, charge and spin)   41.85 kcal/mol
Frontier orbital gap   5.69 eV

Last column: Löwdin charge in e.
CARTESIAN COORDINATES (ANGSTROEM)
Ag1 -2.62536 0.80019 1.21700  0.5529
C1 -3.18649 -1.13284 0.36741  -0.0954
C2 -3.37809 -2.25029 -0.09516  -0.1977
C3 -3.50300 -3.56173 -0.64232  -0.2651
C4 -4.75129 -4.18946 -0.77904  -0.0553
C5 -4.85701 -5.46856 -1.30204  -0.1224
C6 -3.72298 -6.16495 -1.70794  -0.1376
C7 -2.47975 -5.55409 -1.58692  -0.1070
C8 -2.36961 -4.27471 -1.06421  -0.0429
H1 -5.63250 -3.64543 -0.46387  0.1061
H2 -5.83444 -5.92954 -1.39408  0.0859
H3 -3.80645 -7.16962 -2.10540  0.0797
H4 -1.58575 -6.08146 -1.90093  0.0903
H5 -1.39832 -3.80279 -0.96320  0.0799
C9 1.58887 0.79140 0.72946  -0.5136
P1 -0.08978 0.11937 0.27482  1.0283
C10 0.17312 -1.69263 0.37997  -0.3889
C11 -0.38842 -2.30973 1.49725  -0.0904
C12 -0.18441 -3.66531 1.72731  -0.0711
C13 0.56616 -4.41843 0.83717  -0.1130
C14 1.10420 -3.81824 -0.29669  -0.1153
C15 0.90766 -2.46390 -0.52052  -0.1458
C16 -0.19945 0.43441 -1.53036  -0.3471
C17 -0.73459 -0.51456 -2.40202  -0.0871
C18 -0.87962 -0.23229 -3.75362  -0.0854
C19 -0.52897 1.01528 -4.25167  -0.1104
C20 -0.08045 1.99588 -3.37611  -0.0977
C21 0.07357 1.70890 -2.02876  -0.1215
P2 3.10816 -0.23294 0.60268  1.0368
C22 3.48856 -0.29211 -1.20174  -0.3739
C23 4.06109 -1.46581 -1.68912  -0.1272
C24 4.38290 -1.60112 -3.03417  -0.1004
C25 4.12535 -0.55860 -3.91341  -0.1026
C26 3.56014 0.61816 -3.44021  -0.0811
C27 3.25312 0.74934 -2.09349  -0.0862
C28 4.39719 1.00112 1.10596  -0.3650
C29 4.34794 2.36926 0.84389  -0.0868
C30 5.37944 3.20969 1.23908  -0.0914
C31 6.48386 2.69572 1.90744  -0.1113
C32 6.54623 1.33811 2.18193  -0.1062
C33 5.50676 0.50385 1.78703  -0.1195
H6 1.50384 0.99996 1.80153  0.0513
H7 1.67646 1.76659 0.24799  0.0087
H8 -1.00453 -1.73238 2.17454  0.0674
H9 -0.62917 -4.12862 2.59912  0.1046
H10 0.72566 -5.47549 1.01786  0.0926
H11 1.67499 -4.40539 -1.00763  0.0948
H12 1.31113 -2.00833 -1.41643  0.0918
H13 -1.06562 -1.46980 -2.01349  0.0889
H14 -1.28602 -0.98792 -4.41542  0.0960
H15 -0.63122 1.23044 -5.30891  0.0876
H16 0.13163 2.99508 -3.73870  0.0972
H17 0.36719 2.50038 -1.34739  0.0885
H18 4.23427 -2.28761 -1.00258  0.0922
H19 4.81696 -2.52511 -3.39724  0.0928
H20 4.35585 -0.66479 -4.96670  0.0925
H21 3.34236 1.43176 -4.12098  0.0999
H22 2.80414 1.66864 -1.74437  0.0878
H23 3.49403 2.79700 0.33319  0.0938
H24 5.31623 4.27055 1.02955  0.0978
H25 7.28771 3.35313 2.21632  0.0916
H26 7.39731 0.92832 2.71273  0.0923
H27 5.54926 -0.55633 2.01122  0.0874
F1 -0.87489 0.71139 4.04738  -0.0842
C34 -2.14049 0.23181 3.60938  -0.3271
F2 -2.09740 -1.13014 3.97527  -0.0723
C35 -3.08976 0.82806 4.63852  -0.6214
F3 -3.06654 2.17219 4.61070  0.1003
F4 -4.36006 0.44386 4.40435  0.1056
F5 -2.83991 0.48444 5.93767  0.0802
F6 -6.09474 4.49735 -0.11479  0.0973
C36 -4.78344 4.65321 0.14753  -0.6617
F7 -4.69616 5.38946 1.25861  0.1146
F8 -4.26508 5.33532 -0.86860  0.1197
S1 -4.00100 2.94539 0.34923  0.5244
O1 -3.25889 2.80189 -0.87819  -0.3200
O2 -5.14461 2.12790 0.61145  -0.2998
N1 -3.04299 3.12109 1.66051  -0.3288
S2 -1.65694 3.89734 1.29526  0.5964
O3 -1.87106 5.09985 0.52668  -0.2920
O4 -0.52398 3.08703 0.93287  -0.3292
C37 -1.20368 4.54037 2.95765  -0.6885
F9 -0.81406 3.58856 3.78576  0.1480
F10 -2.20629 5.22492 3.51247  0.1309
F11 -0.17810 5.38909 2.77471  0.1123



[3]
Computed, not measured: a 2-piece molecular cluster, C2H5F3N overall in a non-equilibrium geometry, with wB97M-V/def2-TZVPD.

E   -11780.613 eV
Molecular weight   100.1 u
Net charge   +1
Lowest unoccupied orbital energy (alpha / beta)   -9.76 / -9.14 eV
Relative energy (zero: lowest compared OMol25 entry of this formula, charge and spin)   49.14 kcal/mol
Frontier orbital gap (alpha / beta)   8.71 / 9.09 eV

Last column: Löwdin charge in e.
CARTESIAN COORDINATES (ANGSTROEM)
C1 -1.12923 -0.29290 0.43012  -0.0112
C2 -0.18715 0.32942 -0.51937  -0.1564
N1 1.09771 0.24446 -0.02615  -0.0416
F1 1.49749 -1.69369 -0.37321  0.0512
F2 1.32121 0.33616 1.30150  0.2287
F3 2.04026 0.92845 -0.62399  0.2536
H1 -1.06581 0.30499 1.25802  0.0673
H2 -2.08665 -0.17578 0.03341  0.0994
H3 -0.70786 -1.30002 0.67839  0.1268
H4 -0.59413 1.38781 -0.65318  0.2203
H5 -0.18584 -0.06890 -1.50553  0.1618



[4]
Computed, not measured: a 2-piece molecular cluster, C28H32BrCl4F4I2N3OS overall, with wB97M-V/def2-TZVPD.

E   -194111.202 eV
Molecular weight   1010.2 u
Lowest unoccupied orbital energy   -0.11 eV
SMILES string   CCNc1cc(Br)c2c(c1Cl)Sc1c(F)c([C@@H](Cl)[C@@H](C)Cl)c(C(F)(F)F)c(CCCCl)c1N2/C(I)=C(/C)I.COC[C@@H](C)N
Relative energy (zero: lowest compared OMol25 entry of this formula, charge and spin)   0.00 kcal/mol
Frontier orbital gap   8.16 eV

Last column: Löwdin charge in e.
CARTESIAN COORDINATES (ANGSTROEM)
C1 5.32279 1.90754 1.61484  -0.0808
C2 5.59609 0.62869 0.83847  -0.2646
N1 4.61262 0.30949 -0.22786  0.0158
C3 3.27117 0.65475 -0.01020  -0.3242
C4 2.61913 1.50777 -0.89623  -0.0966
C5 1.29398 1.86370 -0.74720  -0.5686
Br1 0.63650 2.89319 -2.19269  0.7622
C6 0.50813 1.43769 0.33194  -0.2334
C7 1.14116 0.50129 1.15769  -0.4455
C8 2.48067 0.12825 1.00284  -0.5955
Cl1 3.15360 -1.05405 2.07577  0.7352
S1 0.27650 -0.36972 2.42358  0.9648
C9 -1.36703 -0.16661 1.82936  -0.3796
C10 -2.26174 -1.11326 2.29271  -0.2708
F1 -1.79817 -2.00586 3.17455  0.0446
C11 -3.59384 -1.13933 1.91588  -0.1236
C12 -4.45588 -2.24142 2.48462  -0.6394
Cl2 -3.80618 -3.85826 1.99406  0.6574
C13 -4.56488 -2.19555 4.01918  -0.6945
C14 -4.97926 -0.81998 4.55567  -0.0904
Cl3 -5.86028 -3.39375 4.47221  0.5958
C15 -4.01234 -0.15024 1.00447  0.0070
C16 -5.47817 -0.10157 0.61540  -0.5794
F2 -5.86279 1.12835 0.26622  0.1553
F3 -5.78298 -0.93328 -0.37332  0.1717
F4 -6.29016 -0.42553 1.63672  0.1325
C17 -3.10105 0.77553 0.46501  -0.0514
C18 -3.43810 1.72676 -0.66336  -0.1899
C19 -4.04897 1.06258 -1.93786  -0.2423
C20 -3.20493 1.34155 -3.16814  -0.5794
Cl4 -3.62475 2.92750 -3.87123  0.5467
C21 -1.77370 0.83092 0.95183  -0.1598
N2 -0.85824 1.84586 0.52796  -0.0711
C22 -1.15186 3.19749 0.93538  -0.6229
I1 -1.87729 4.69002 -0.46644  0.9717
C23 -1.10845 3.70201 2.16986  -0.7757
C24 -1.44229 5.11080 2.55077  -0.2747
I2 -0.57867 2.59268 3.86266  1.0308
H1 4.51685 1.76024 2.32662  0.0643
H2 5.09455 2.72167 0.93485  0.0789
H3 6.20332 2.13280 2.20983  0.0744
H4 5.65250 -0.22774 1.49878  0.0701
H5 6.56004 0.68738 0.34161  0.1100
H6 4.88804 0.75469 -1.09173  0.1077
H7 3.18964 1.87014 -1.73388  0.1009
H8 -5.45697 -2.26691 2.09666  0.0718
H9 -3.67189 -2.58029 4.48499  0.0799
H10 -4.19835 -0.42035 5.19498  0.0835
H11 -5.14519 -0.11335 3.75255  0.0661
H12 -5.90587 -0.90064 5.10333  0.0580
H13 -2.48630 2.06965 -1.02822  0.0121
H14 -4.03421 2.55705 -0.30876  0.0893
H15 -5.07365 1.36305 -2.10083  0.1007
H16 -3.99388 -0.01208 -1.79599  0.1088
H17 -3.34662 0.56352 -3.90863  0.0733
H18 -2.14701 1.33996 -2.92591  0.0478
H19 -0.81298 5.81837 2.02119  0.0543
H20 -1.29959 5.26848 3.61306  0.0291
H21 -2.48308 5.32565 2.33015  0.0548
C25 4.10054 -4.16403 -5.07756  -0.1077
O1 3.07420 -3.96172 -4.12504  -0.1880
C26 3.50712 -3.82328 -2.78568  -0.2069
C27 3.99254 -2.41774 -2.40527  -0.4322
C28 5.37998 -2.07650 -2.93808  -0.0665
N3 3.05115 -1.37529 -2.82573  0.0536
H22 4.91960 -4.75998 -4.66463  0.0897
H23 4.49171 -3.21513 -5.45258  0.0746
H24 3.66640 -4.70379 -5.91873  0.0869
H25 2.63003 -4.05287 -2.17489  0.1229
H26 4.26772 -4.58008 -2.55179  0.1207
H27 4.05000 -2.38930 -1.31285  0.1255
H28 5.36084 -1.82764 -3.99919  0.0661
H29 5.77700 -1.20948 -2.40968  0.0570
H30 6.07501 -2.90579 -2.79266  0.0799
H31 2.15306 -1.54027 -2.37867  0.0781
H32 2.86341 -1.50435 -3.81678  0.0732



[5]
Computed, not measured: a 2-piece molecular cluster, C11H15N overall in a non-equilibrium geometry, with wB97M-V/def2-TZVPD.

E   -13130.059 eV
Molecular weight   161.2 u
<S²>   0.778
Net charge   +1
Lowest unoccupied orbital energy (alpha / beta)   -4.03 / -7.30 eV
2S+1   2
Relative energy (zero: lowest compared OMol25 entry of this formula, charge and spin)   72.60 kcal/mol
Frontier orbital gap (alpha / beta)   9.19 / 5.95 eV

Last column: Löwdin charge in e.
CARTESIAN COORDINATES (ANGSTROEM)
C1 -2.96621 1.40320 -0.29771  -0.0221
C2 -0.83071 -1.48199 0.67998  -0.2583
C3 -1.23154 -0.49162 -0.25897  -0.0590
C4 -2.39794 0.21603 0.27290  -0.1466
C5 -2.69100 -0.45826 1.44086  0.1019
C6 0.14325 -2.36450 0.57355  0.0401
C7 0.99138 -2.16675 -0.57691  0.0128
C8 -0.28033 -0.24209 -1.29538  0.0578
C9 0.77190 -1.14038 -1.49831  -0.0590
N1 -1.89183 -1.61370 1.54304  0.1541
H1 -1.71254 -1.97742 2.43424  0.1507
H2 0.22193 -3.30340 1.26515  0.1767
H3 -3.45290 -0.23397 2.06212  0.1165
H4 1.65292 -3.01184 -0.89692  0.1412
H5 -0.55873 0.18574 -2.20793  0.1162
H6 -2.28049 2.09807 -0.76544  0.0947
H7 -3.74642 1.91537 0.32986  0.1150
H8 1.53753 -0.96236 -2.15638  0.0870
H9 -3.64061 1.18003 -1.21854  0.1466
C10 2.79490 1.29527 -0.66731  -0.2168
C11 2.67528 1.69773 0.76709  -0.2082
H10 3.89736 1.67720 -0.90262  0.1161
H11 3.06486 0.28784 -0.88083  0.0365
H12 2.02974 1.89762 -1.12750  0.0612
H13 2.52705 2.89964 0.87485  0.1242
H14 3.56484 1.70668 1.33366  0.0290
H15 1.80833 0.98785 1.17342  0.0916



[6]
Computed, not measured: H8O16S2V2 as an isolated structure in a non-equilibrium geometry, with wB97M-V/def2-TZVPD.

E   -105940.082 eV
Molecular weight   430.1 u
Net charge   -2
Lowest unoccupied orbital energy   4.01 eV
Frontier orbital gap   6.36 eV

Last column: Löwdin charge in e.
CARTESIAN COORDINATES (ANGSTROEM)
O1 3.10325 1.29978 -1.51024  -0.3348
V1 3.49286 1.98354 -0.12157  1.0080
O2 3.84283 3.48560 -0.54506  -0.4100
O3 -0.89091 -1.23091 -1.18927  -0.4105
V2 -0.35251 0.16314 -0.58967  0.9356
O4 0.50942 0.94340 -1.66408  -0.3021
S1 0.44876 2.62110 1.56716  0.2894
O5 -0.02323 3.98857 1.36258  -0.3693
O6 0.58994 2.31008 2.97491  -0.3368
O7 -0.50980 1.69112 0.92991  -0.4268
O8 1.80114 2.44976 0.91788  -0.4294
S2 2.40619 -0.78082 1.39978  0.2978
O9 2.01952 -0.51800 2.75493  -0.3256
O10 3.41105 0.25489 0.99493  -0.4558
O11 3.04339 -2.10982 1.27435  -0.3814
O12 1.17919 -0.67257 0.54569  -0.4119
O13 -0.58604 -4.39865 -0.41111  -0.0706
H1 0.15197 -3.77086 -0.39263  0.0422
H2 -1.23358 -4.01199 0.18314  0.0142
O14 -2.28204 1.39202 -1.44791  -0.0351
H3 -3.12322 1.27543 -0.99027  0.0753
H4 -2.49481 1.34156 -2.38525  0.0653
O15 -1.75625 -0.84875 1.25353  -0.0613
H5 -2.12886 -0.25517 1.92100  0.0695
H6 -2.39761 -1.55896 1.15479  0.0501
O16 -3.08420 -1.83072 -2.79891  -0.0918
H7 -2.52631 -2.15487 -2.07502  -0.0004
H8 -2.61013 -1.05790 -3.11361  0.0060